# 1
{
  "formula": "C8H17ClNO4",
  "method": "the ωB97M-V functional and the def2-TZVPD basis",
  "species": ["O", "C", "C", "C", "C", "C", "Cl", "N", "H", "H", "H", "H", "H", "C", "O", "H", "H", "H", "H", "C", "O", "H", "H", "H", "H", "C", "O", "H", "H", "H", "H"],
  "positions_angstrom": [[0.290, 2.064, 4.513], [0.556, 1.265, 3.404], [1.812, 0.538, 3.280], [2.013, -0.324, 2.108], [0.943, -0.386, 1.110], [-0.296, 0.415, 1.336], [-1.667, 0.411, 0.173], [-0.461, 1.207, 2.463], [-0.162, 1.443, 5.127], [2.605, 0.620, 4.065], [2.947, -0.928, 1.985], [1.007, -0.999, 0.178], [-1.336, 1.733, 2.575], [-2.278, -3.698, 1.156], [-1.644, -2.748, 0.304], [-2.182, -4.685, 0.709], [-1.796, -3.698, 2.137], [-3.337, -3.453, 1.263], [-1.740, -1.882, 0.715], [1.930, 0.671, -2.247], [1.517, 1.579, -1.235], [2.901, 0.260, -1.973], [1.202, -0.141, -2.333], [2.014, 1.198, -3.199], [0.657, 1.929, -1.505], [-0.875, 0.942, -4.529], [-0.487, 2.032, -3.694], [-0.052, 0.231, -4.579], [-1.754, 0.447, -4.109], [-1.099, 1.306, -5.533], [-1.229, 2.647, -3.665]],
  "forces_ev_per_a": [[-0.2184, -1.8877, -1.2318], [1.3434, -0.2999, 0.5183], [-1.4939, -0.3291, -1.7584], [-2.3730, 1.3781, 0.2422], [-1.2068, 1.6299, 1.4989], [1.6408, -1.0749, -0.4872], [1.8575, 0.2404, 1.5014], [1.9647, -1.5837, -0.9946], [0.2981, 0.8181, 0.0737], [-1.0998, 0.0933, -0.7624], [-1.0294, 0.7143, 0.0955], [-0.1096, 0.6903, 1.0748], [0.5326, -0.1156, 0.1477], [-0.0182, 0.2146, 0.0840], [0.2045, 0.1053, -0.0126], [0.0411, 0.1106, -0.0389], [-0.1062, -0.1720, 0.0543], [-0.0197, -0.1673, 0.0864], [-0.1256, -0.3221, -0.1424], [-0.1863, 0.1513, -0.0690], [-0.1895, -0.0163, 0.4398], [-0.0443, 0.0854, 0.0672], [0.1075, -0.1067, -0.1940], [0.0403, -0.2043, -0.0697], [0.2044, 0.0481, -0.2572], [-0.2050, 0.1530, -0.0035], [0.0014, 0.0489, 0.3231], [0.0015, 0.1061, 0.0437], [0.0146, -0.1410, -0.1450], [-0.0048, -0.1740, -0.0370], [0.1779, 0.0068, -0.0471]],
  "spin_multiplicity": 1,
  "total_charge": 1,
  "homo_energy_ev": -12.935,
  "e_lumo_ha": -0.181
}

***

# 2
{
  "formula": "C22H52BBrNO13P2",
  "method": "the ωB97M-V functional and the def2-TZVPD basis",
  "species": ["C", "C", "O", "C", "C", "O", "C", "B", "O", "O", "C", "C", "N", "C", "C", "O", "C", "Br", "H", "H", "H", "H", "H", "H", "H", "H", "H", "H", "H", "H", "H", "H", "H", "H", "H", "H", "H", "H", "H", "H", "O", "P", "O", "C", "C", "O", "C", "C", "O", "C", "C", "H", "H", "H", "H", "H", "H", "H", "H", "H", "H", "H", "H", "H", "H", "H", "O", "P", "O", "C", "C", "O", "C", "C", "O", "C", "C", "H", "H", "H", "H", "H", "H", "H", "H", "H", "H", "H", "H", "H", "H", "H"],
  "positions_angstrom": [[4.910, 2.012, 4.729], [5.416, 2.813, 3.535], [4.388, 3.311, 2.691], [3.600, 2.333, 2.073], [2.135, 2.477, 2.456], [1.892, 1.758, 3.672], [0.641, 1.176, 3.794], [-0.566, 2.251, 3.624], [-0.654, 3.243, 4.564], [-1.491, 2.141, 2.621], [-1.267, 2.902, 1.402], [-0.946, 2.012, 0.226], [0.447, -0.010, 2.884], [0.915, -1.316, 3.478], [1.909, -1.138, 4.613], [1.522, -0.203, 5.606], [0.548, 0.689, 5.240], [-1.288, 0.087, 5.619], [5.681, 1.911, 5.487], [4.701, 0.995, 4.386], [3.984, 2.413, 5.127], [6.169, 2.247, 2.981], [5.929, 3.690, 3.922], [3.952, 1.317, 2.265], [3.640, 2.454, 0.985], [1.937, 3.543, 2.580], [1.553, 2.101, 1.611], [-0.408, 4.085, 4.164], [-0.499, 3.654, 1.588], [-2.198, 3.421, 1.191], [-0.134, 1.311, 0.424], [-0.682, 2.650, -0.615], [-1.802, 1.398, -0.042], [-0.552, -0.107, 2.682], [0.893, 0.098, 1.974], [0.036, -1.808, 3.884], [1.313, -1.954, 2.696], [2.889, -0.882, 4.208], [2.011, -2.115, 5.082], [0.689, 1.573, 5.851], [-0.048, 3.352, -3.800], [-0.867, 3.271, -5.039], [0.186, 3.235, -6.274], [1.086, 2.130, -6.402], [0.386, 0.881, -6.906], [-1.371, 4.828, -5.136], [-1.574, 5.623, -3.967], [-0.486, 6.669, -3.851], [-2.157, 2.702, -5.798], [-2.995, 3.453, -6.697], [-2.333, 3.782, -8.013], [1.579, 1.939, -5.445], [1.852, 2.439, -7.111], [-0.352, 0.523, -6.183], [1.108, 0.083, -7.082], [-0.146, 1.086, -7.834], [-1.614, 5.002, -3.072], [-2.548, 6.106, -4.074], [0.499, 6.204, -3.859], [-0.597, 7.247, -2.932], [-0.527, 7.352, -4.699], [-3.392, 4.341, -6.215], [-3.852, 2.804, -6.881], [-1.558, 4.537, -7.894], [-3.080, 4.169, -8.708], [-1.873, 2.897, -8.451], [-0.608, -3.867, 0.850], [-1.534, -5.005, 1.159], [-0.394, -6.063, 1.715], [0.357, -5.744, 2.880], [-0.459, -5.892, 4.153], [-1.829, -5.614, -0.316], [-2.002, -4.761, -1.457], [-0.802, -4.866, -2.371], [-2.717, -5.806, 1.896], [-3.292, -7.050, 1.441], [-2.373, -8.240, 1.577], [0.761, -4.729, 2.796], [1.202, -6.432, 2.898], [-1.283, -5.173, 4.181], [0.167, -5.732, 5.031], [-0.900, -6.886, 4.213], [-2.172, -3.728, -1.152], [-2.900, -5.100, -1.976], [0.118, -4.641, -1.831], [-0.894, -4.180, -3.214], [-0.708, -5.881, -2.757], [-3.677, -6.955, 0.429], [-4.163, -7.197, 2.080], [-1.559, -8.205, 0.855], [-2.941, -9.155, 1.404], [-1.934, -8.284, 2.573]],
  "forces_ev_per_a": [[-0.0317, -0.7227, -0.8252], [0.3480, 0.4297, 0.8699], [0.0170, -0.2242, 0.0875], [-0.1886, 0.1535, -0.5014], [0.7774, -0.0967, -0.1717], [0.0098, -0.6143, -0.3838], [-0.9892, 0.8451, 0.8013], [-1.0385, 0.0205, 0.0356], [1.0245, -0.1395, -0.3871], [0.8006, -0.3272, -0.4794], [-0.5599, -0.1519, 0.1428], [-0.0419, -0.0154, 0.1125], [0.2196, -0.9742, -0.2113], [-0.3549, -0.3717, 0.6244], [0.3778, -0.2812, -0.5729], [-0.2034, -0.2413, -0.1960], [0.8470, 0.4296, 0.2326], [-0.0678, -0.1065, -0.1894], [0.0118, 0.2171, 0.1459], [-0.1746, -0.1038, 0.1970], [0.0824, 0.2254, 0.2185], [-0.1252, -0.1148, -0.2341], [-0.0535, 0.2215, -0.2080], [-0.0361, -0.0758, 0.2008], [0.1692, 0.2104, -0.0392], [-0.1982, 0.0353, 0.1356], [-0.2956, -0.1336, 0.1496], [-0.4122, 0.4351, 0.3501], [0.1013, 0.0419, -0.1375], [-0.0155, 0.1730, 0.0844], [0.2485, 0.1536, -0.0466], [0.0811, -0.1663, -0.2063], [-0.1496, 0.0750, -0.0414], [-0.0879, 0.2556, 0.0074], [0.1032, 0.4256, 0.0539], [-0.1749, 0.0331, -0.1463], [0.1014, 0.0479, -0.1025], [0.0665, 0.3103, 0.1510], [-0.0105, -0.0313, 0.1320], [-0.2176, 0.0178, 0.1568], [-1.3861, -3.0796, 0.6096], [1.1282, 5.8522, -2.7072], [-0.4717, -0.5152, 0.5252], [0.2247, -0.2556, -0.0880], [-0.1537, 0.0529, 0.0949], [-0.1191, -0.4386, -0.1724], [0.1525, 0.2448, 0.0089], [0.1106, 0.0328, -0.0971], [0.6709, -1.8613, 1.9262], [-0.8495, 0.0458, -0.4736], [0.3895, 0.1091, 0.1035], [-0.0371, 0.0776, 0.0231], [-0.0553, 0.1316, 0.0032], [0.0459, -0.0363, 0.0003], [0.0193, 0.0163, 0.0130], [0.0509, 0.0030, -0.0459], [0.0805, -0.0686, -0.0401], [-0.0169, -0.0476, -0.0750], [-0.0303, -0.0868, 0.1007], [-0.0289, 0.0092, -0.0130], [-0.0437, 0.0271, 0.0198], [0.2811, 0.0459, 0.1910], [0.1551, -0.2039, 0.1240], [0.0082, 0.0009, 0.0271], [-0.0684, -0.0405, 0.0561], [-0.0721, -0.0363, -0.0299], [-2.6329, 2.1595, 1.8703], [3.8010, -5.5809, -3.0438], [-0.2226, 0.2303, 0.1366], [0.0553, -0.0586, 0.0694], [-0.0892, 0.1336, -0.0599], [-0.5521, 0.4503, 0.5812], [0.2039, 0.0300, -0.3573], [0.1418, -0.1226, 0.0473], [-0.4148, 2.9226, 0.8040], [-0.8074, -0.5947, -0.0496], [0.3953, 0.1568, -0.1279], [0.0075, -0.0156, -0.0485], [-0.0111, -0.0253, -0.0799], [0.0289, -0.0008, 0.0401], [0.0167, -0.0090, -0.0095], [0.0439, -0.0338, 0.0283], [0.0853, -0.0110, 0.1049], [-0.0253, -0.0612, 0.1006], [-0.0469, 0.1182, 0.0418], [-0.0384, -0.0121, -0.0020], [-0.0457, 0.0081, -0.0381], [0.2359, 0.2189, -0.0939], [0.0987, 0.2234, 0.1472], [0.0055, 0.0079, 0.0038], [-0.1130, 0.0670, 0.0154], [-0.0651, -0.0442, 0.0257]],
  "spin_multiplicity": 1,
  "total_charge": 1,
  "homo_energy_ev": -11.978,
  "e_lumo_ha": -0.095
}

***

# 3
{
  "formula": "C9H9NO2",
  "method": "the ωB97M-V functional and the def2-TZVPD basis",
  "species": ["C", "C", "C", "C", "C", "C", "C", "C", "C", "H", "H", "H", "H", "H", "H", "H", "H", "H", "N", "O", "O"],
  "positions_angstrom": [[-1.945, 0.264, 0.329], [-0.765, 1.012, -0.286], [0.593, 0.399, 0.000], [1.727, 1.156, -0.124], [3.004, 0.505, -0.272], [2.986, -0.948, -0.054], [1.824, -1.629, 0.119], [0.612, -0.947, 0.105], [-1.871, -1.132, -0.086], [-3.842, 1.379, 1.333], [-3.711, 0.117, -0.905], [-1.809, 0.160, 1.427], [-1.013, 0.985, -1.373], [-0.695, 2.027, 0.062], [1.546, 2.219, -0.180], [3.917, 1.048, -0.387], [3.987, -1.391, 0.354], [1.753, -2.734, 0.323], [-3.045, 1.058, 0.025], [-0.549, -1.694, 0.117], [-2.706, -1.853, -0.526]],
  "forces_ev_per_a": [[2.0248, 0.6949, 2.4553], [0.8387, -0.4608, -0.2208], [-2.0498, 0.5275, -0.9074], [2.7745, -0.8246, -0.8387], [-3.0142, -1.5112, 1.3800], [3.1139, 2.3827, 1.2898], [-1.2252, -2.0350, 0.6709], [0.1690, -1.0448, -0.2565], [2.0774, -1.9758, -0.3413], [2.1549, -1.6698, -4.4294], [1.4488, 3.2835, 3.6488], [0.2066, 0.2363, -0.3283], [0.5947, 0.3767, 0.4781], [-0.6421, 0.5248, -0.0039], [0.5495, 0.2454, -0.1899], [0.3521, 0.1550, 0.0206], [-1.8360, 0.4572, -1.6281], [0.4381, 1.2725, -0.2529], [-6.3455, -1.0862, -0.2926], [-1.5098, 0.1184, -0.3337], [-0.1203, 0.3332, 0.0797]],
  "spin_multiplicity": 1,
  "homo_energy_ev": -8.829,
  "relative_energy_ev": 6.072,
  "e_lumo_ha": -0.011
}

***

# 4
{
  "formula": "C5H10",
  "method": "the ωB97M-V functional and the def2-TZVPD basis",
  "species": ["C", "C", "H", "H", "H", "H", "C", "C", "C", "H", "H", "H", "H", "H", "H"],
  "positions_angstrom": [[-0.963, -3.878, -4.895], [-0.203, -3.359, -3.940], [-1.335, -4.879, -4.947], [-1.310, -3.273, -5.733], [0.044, -3.931, -3.055], [0.318, -2.418, -3.922], [-0.202, 1.511, 3.394], [0.761, 2.660, 3.182], [0.806, 3.477, 2.132], [0.517, 0.717, 3.743], [-0.947, 1.819, 4.127], [-0.471, 0.953, 2.523], [1.086, 3.070, 4.143], [1.590, 4.225, 2.060], [0.310, 3.305, 1.189]],
  "forces_ev_per_a": [[-0.0509, 1.3155, -0.5334], [0.2290, -0.9725, 0.4610], [-0.1326, -0.5067, 0.5864], [0.4141, -0.0167, 0.0204], [0.0284, -0.3710, -0.0537], [-0.4879, 0.5515, -0.4805], [2.9167, -0.7353, 0.4281], [-2.1873, 1.2625, 0.2400], [1.3209, -0.5290, -0.3739], [-0.9436, 0.5089, 0.9330], [-0.1365, -0.6666, -0.2212], [-1.2176, 0.5530, -0.9687], [0.8729, -0.4040, -0.3306], [-0.3723, 0.3783, 0.3586], [-0.2534, -0.3680, -0.0654]],
  "spin_multiplicity": 1,
  "homo_energy_ev": -9.604,
  "relative_energy_ev": 2.609,
  "e_lumo_ha": 0.045,
  "smiles": "C=CC.C=C"
}

***

# 5
{
  "formula": "C16H22BF3N2O4S4SbTc",
  "method": "the ωB97M-V functional and the def2-TZVPD basis",
  "species": ["Tc", "S", "Sb", "S", "S", "S", "F", "B", "F", "C", "C", "C", "C", "H", "H", "H", "H", "H", "H", "H", "H", "H", "C", "C", "C", "C", "C", "C", "H", "H", "H", "H", "H", "H", "H", "H", "H", "F", "C", "C", "N", "C", "C", "O", "O", "C", "O", "N", "C", "O", "H", "H", "H", "H"],
  "positions_angstrom": [[-1.749, -1.017, 0.180], [-4.261, -1.644, 1.130], [-5.198, -2.026, -1.340], [-2.623, -2.733, -1.341], [-2.760, -2.995, 0.685], [-6.190, -3.986, -1.185], [-2.092, -1.815, 3.541], [-2.760, -0.729, 3.858], [-3.856, -0.771, 4.577], [-0.685, 0.859, -2.578], [-1.405, 1.276, -1.302], [-1.785, 2.759, -1.339], [-2.633, 0.396, -1.035], [0.203, 1.473, -2.742], [-1.348, 0.988, -3.438], [-0.369, -0.183, -2.526], [-0.687, 1.160, -0.471], [-2.501, 2.942, -2.143], [-0.907, 3.383, -1.519], [-2.250, 3.077, -0.402], [-3.089, 0.099, -1.983], [-3.386, 0.925, -0.437], [3.717, -1.678, -0.243], [2.580, -2.207, -1.128], [2.603, -3.741, -1.122], [2.778, -1.705, -2.567], [1.270, -1.737, -0.640], [0.124, -1.466, -0.325], [4.660, -2.153, -0.526], [3.531, -1.913, 0.808], [3.836, -0.600, -0.371], [3.558, -4.105, -1.506], [1.801, -4.137, -1.745], [2.469, -4.123, -0.108], [3.743, -2.043, -2.950], [2.755, -0.615, -2.601], [1.992, -2.089, -3.217], [1.229, 3.925, -0.848], [1.329, 3.092, 0.189], [0.505, 3.173, 1.230], [0.616, 2.322, 2.323], [-0.523, 2.118, 3.179], [-1.305, 0.900, 2.736], [-2.234, 0.532, 3.608], [-1.115, 0.395, 1.657], [1.548, 1.290, 2.332], [1.549, 0.453, 3.204], [2.433, 1.295, 1.281], [2.376, 2.068, 0.120], [3.137, 1.909, -0.800], [-0.274, 3.921, 1.268], [-1.181, 2.986, 3.106], [-0.230, 1.999, 4.220], [3.055, 0.497, 1.247]],
  "forces_ev_per_a": [[-0.0786, 0.2486, -0.3383], [-0.0146, 0.1565, 0.0078], [-0.0380, -0.0374, -0.0532], [0.0238, 0.0066, -0.1310], [-0.0508, -0.3102, 0.2994], [0.0207, 0.0016, 0.0031], [-0.0088, -0.0564, 0.0441], [0.1398, 0.0683, -0.0209], [0.0169, -0.0483, -0.1086], [0.0072, 0.0494, -0.0844], [0.0298, -0.1289, 0.0910], [0.0153, 0.0065, -0.0002], [-0.1400, 0.1266, 0.2019], [0.0274, 0.0009, -0.0141], [0.0171, 0.0049, -0.0141], [-0.0312, 0.0530, -0.0259], [0.0191, -0.0285, -0.1198], [-0.0131, -0.0013, 0.0138], [-0.1124, -0.0444, -0.0324], [-0.0273, -0.0207, 0.0047], [0.0003, -0.0885, 0.0068], [-0.0243, 0.0854, -0.1094], [0.0521, -0.0889, 0.0053], [0.0412, 0.0850, -0.0264], [-0.0826, -0.0089, 0.0889], [-0.0002, 0.0410, 0.0449], [-0.0824, -0.1408, 0.0040], [0.3013, -0.0119, -0.0335], [0.0017, 0.0555, -0.0141], [-0.0206, 0.0202, -0.0185], [-0.0062, -0.0072, -0.0230], [0.0141, 0.0166, -0.0080], [-0.0040, -0.0043, 0.0046], [-0.0020, -0.0122, -0.0147], [0.0060, -0.0022, 0.0071], [0.0023, 0.0122, -0.0060], [-0.0075, -0.0041, -0.0047], [0.1004, 0.0323, 0.0609], [0.0497, -0.1236, 0.0449], [0.0229, 0.0093, 0.0193], [-0.0269, 0.1513, -0.2821], [-0.0732, 0.0906, 0.0601], [0.1876, 0.0367, -0.1643], [-0.2672, -0.0221, 0.2055], [0.0103, -0.0262, 0.3020], [-0.0413, -0.1006, -0.0754], [0.0379, -0.0363, 0.1060], [-0.0255, -0.0172, -0.0839], [0.0807, 0.1221, 0.1260], [-0.0193, -0.0646, -0.0305], [-0.0359, -0.0005, 0.0168], [-0.0126, -0.0140, 0.0794], [0.0289, -0.0410, -0.0338], [-0.0079, 0.0104, 0.0228]],
  "spin_multiplicity": 1,
  "homo_energy_ev": -7.606,
  "relative_energy_ev": 0.116,
  "e_lumo_ha": -0.044
}

***

# 6
{
  "formula": "C4H12",
  "method": "the ωB97M-V functional and the def2-TZVPD basis",
  "species": ["C", "C", "H", "H", "H", "H", "H", "H", "C", "C", "H", "H", "H", "H", "H", "H"],
  "positions_angstrom": [[0.006, 1.530, 1.695], [1.216, 1.615, 0.603], [-0.977, 1.830, 1.316], [-0.211, 0.450, 1.805], [0.164, 1.706, 2.654], [0.738, 1.402, -0.396], [2.039, 1.018, 0.738], [1.713, 2.621, 0.608], [-0.351, -0.809, -1.321], [-0.742, -2.205, -1.056], [0.542, -0.560, -1.873], [-1.187, -0.316, -1.836], [-0.214, -0.337, -0.363], [0.001, -2.781, -0.410], [-1.113, -2.886, -1.787], [-1.626, -2.280, -0.378]],
  "forces_ev_per_a": [[0.2859, -3.1817, -5.2741], [-3.4090, 2.9631, 0.1387], [0.5152, 0.7941, -0.0320], [0.2199, -0.0981, -0.3723], [1.0752, 1.9713, 4.1814], [0.8137, 0.4718, 1.0173], [1.5294, -2.2364, 0.6987], [-0.8747, -0.4107, -0.2603], [-0.7879, 1.0541, -0.2981], [0.0227, -2.5037, 2.8150], [0.4082, -0.5795, -0.4102], [0.1981, 0.2377, 0.1511], [-0.2424, 0.2557, 0.2485], [-0.4694, 0.6913, -1.0353], [0.3655, -0.1982, -1.4700], [0.3497, 0.7692, -0.0983]],
  "spin_multiplicity": 2,
  "total_charge": -1,
  "homo_energy_ev": [1.516, -7.623],
  "relative_energy_ev": 1.279,
  "e_lumo_ha": [0.154, 0.165]
}

***

| no. | DFT total energy (Ha) |
| --- | --- |
| 1 | -1130.59749 |
| 2 | -5183.78251 |
| 3 | -553.39282 |
| 4 | -196.41254 |
| 5 | -3271.75769 |
| 6 | -159.48315 |